C31H70BClN8O20P2S5 | ωB97M-V/def2-TZVPD

Results
structure (SMILES) = CCCCN[C@]1(C(=O)[O-])[C@@](N)(B(O)N(C)C)O[C@](Cl)([PH2]=N)[C@](N=C=O)(N(C(C)=O)C(C)=O)[N@@+]1(C[C@@H](O)CN)[PH2]=S.CCOS(C)(=O)=O.CCOS(C)(=O)=O.CCOS(C)(=O)=O.CCOS(C)(=O)=O
highest occupied orbital energy = -8.412 eV
E_LUMO = -0.2600 eV
E = -172099.455 eV
max |F| = 2.46 eV Å⁻¹

Last column: Mulliken charge in e.
Geometry (Å):
C (-1.972, 2.814, 6.190)  -1.0699
C (-3.035, 2.959, 5.095)  -0.8157
C (-3.216, 1.682, 4.268)  -0.3498
C (-2.018, 1.507, 3.319)  -1.0016
N (-2.098, 0.223, 2.647)  0.1671
C (-1.080, -0.323, 1.836)  0.2892
C (-0.108, 0.879, 1.667)  -0.6337
O (0.834, 0.987, 2.456)  -0.4548
O (-0.499, 1.701, 0.856)  -0.6970
C (-1.625, -0.662, 0.413)  -0.4985
N (-2.785, 0.187, 0.147)  -0.4509
B (-0.760, -0.371, -0.957)  0.6653
O (0.502, 0.169, -1.121)  -0.1744
N (-1.526, -0.699, -2.189)  -0.0512
C (-0.803, -1.656, -3.047)  -1.0480
C (-1.693, 0.559, -2.968)  -1.2529
O (-2.164, -1.990, 0.231)  -0.4515
C (-1.553, -3.097, 0.762)  1.6032
Cl (-0.177, -3.563, -0.330)  -0.0671
P (-2.888, -4.398, 0.313)  0.6299
N (-2.437, -5.871, 0.050)  -0.8790
C (-1.215, -2.903, 2.282)  -1.4728
N (-0.353, -3.910, 2.862)  -0.4185
C (-0.033, -4.985, 2.368)  0.4979
O (0.110, -6.115, 2.125)  -0.4627
N (-2.423, -3.045, 3.084)  1.2950
C (-2.656, -4.281, 3.815)  0.7644
C (-2.881, -4.317, 5.301)  -1.8950
O (-2.775, -5.308, 3.225)  -0.4356
C (-3.634, -2.270, 3.018)  0.6053
C (-4.154, -1.625, 4.281)  -1.7969
O (-4.262, -2.097, 2.019)  -0.4256
N (-0.394, -1.585, 2.556)  0.3587
C (-0.345, -1.273, 4.021)  0.2084
C (0.641, -1.986, 4.961)  -0.6360
O (1.498, -0.968, 5.499)  -0.3849
C (-0.004, -2.703, 6.173)  -0.7970
N (0.251, -4.162, 6.099)  -0.5528
P (1.367, -1.743, 1.855)  0.7429
S (2.932, -1.211, 2.820)  -0.3063
H (-0.999, 3.162, 5.844)  0.2805
H (-2.244, 3.324, 7.110)  0.3807
H (-1.836, 1.760, 6.443)  0.1854
H (-2.882, 3.837, 4.470)  0.4252
H (-3.987, 3.101, 5.612)  0.4317
H (-3.138, 0.866, 4.989)  -0.0524
H (-4.164, 1.676, 3.728)  0.3598
H (-1.155, 1.638, 3.967)  0.3712
H (-2.061, 2.372, 2.653)  0.5227
H (-3.050, -0.024, 2.443)  0.7333
H (-3.445, -0.330, -0.416)  0.2412
H (-2.511, 1.068, -0.261)  0.4261
H (1.215, -0.459, -1.245)  0.2627
H (0.246, -1.812, -2.783)  0.2578
H (-1.284, -2.634, -2.960)  0.2432
H (-0.909, -1.383, -4.094)  0.3489
H (-1.872, 1.425, -2.335)  0.3256
H (-2.478, 0.394, -3.702)  0.4104
H (-0.782, 0.768, -3.539)  0.3483
H (-3.434, -3.848, -0.859)  0.0932
H (-3.909, -4.366, 1.263)  0.0268
H (-1.452, -6.031, 0.211)  0.2371
H (-2.168, -4.997, 5.748)  0.3443
H (-2.946, -3.354, 5.786)  0.3784
H (-3.861, -4.783, 5.421)  0.4265
H (-4.970, -2.264, 4.633)  0.4413
H (-3.423, -1.557, 5.076)  0.2749
H (-4.594, -0.669, 4.038)  0.4086
H (-0.094, -0.225, 4.161)  0.8967
H (-1.328, -1.361, 4.463)  -0.3907
H (1.290, -2.731, 4.505)  0.3746
H (2.131, -1.395, 6.083)  0.5124
H (-1.062, -2.471, 6.268)  0.0654
H (0.464, -2.323, 7.083)  0.5197
H (1.206, -4.302, 6.415)  0.2603
H (-0.290, -4.597, 6.841)  0.2384
H (1.312, -1.016, 0.670)  -0.1599
H (1.554, -3.053, 1.443)  0.1486
C (-4.751, 3.655, -8.643)  -1.0151
C (-4.616, 2.147, -8.636)  -0.2411
O (-3.233, 1.708, -8.632)  -0.2549
S (-2.422, 1.830, -7.277)  1.2437
C (-1.038, 0.860, -7.765)  -0.9751
O (-3.138, 1.139, -6.247)  -0.6326
O (-1.992, 3.180, -7.095)  -0.6422
H (-4.391, 4.096, -7.715)  0.3933
H (-5.797, 3.935, -8.768)  0.3692
H (-4.170, 4.086, -9.458)  0.2403
H (-5.142, 1.703, -7.790)  0.3012
H (-5.049, 1.732, -9.543)  0.1961
H (-1.365, -0.163, -7.933)  0.3079
H (-0.317, 0.902, -6.952)  0.3703
H (-0.612, 1.289, -8.668)  0.3435
C (8.049, 2.318, 5.403)  -0.8731
C (6.996, 3.063, 6.195)  -0.5498
O (5.660, 2.855, 5.683)  -0.2604
S (4.960, 1.463, 5.982)  1.1842
C (3.340, 1.909, 5.467)  -0.3292
O (4.985, 1.231, 7.397)  -0.6968
O (5.465, 0.472, 5.084)  -0.5781
H (7.940, 1.241, 5.514)  0.2985
H (9.047, 2.591, 5.746)  0.4024
H (7.965, 2.545, 4.340)  0.2795
H (7.028, 2.795, 7.252)  0.3393
H (7.166, 4.136, 6.127)  0.2890
H (2.962, 2.683, 6.130)  0.4385
H (2.721, 1.016, 5.528)  -0.2540
H (3.382, 2.257, 4.438)  0.3582
C (-8.038, 4.734, -14.250)  -0.9752
C (-7.860, 3.230, -14.239)  -0.3459
O (-6.469, 2.832, -14.269)  -0.2830
S (-5.627, 2.985, -12.935)  1.2821
C (-4.226, 2.055, -13.446)  -0.9791
O (-6.302, 2.288, -11.880)  -0.6562
O (-5.241, 4.351, -12.772)  -0.6210
H (-7.666, 5.185, -13.331)  0.2967
H (-9.095, 4.981, -14.347)  0.3856
H (-7.490, 5.180, -15.079)  0.2639
H (-8.351, 2.775, -13.378)  0.3180
H (-8.301, 2.794, -15.133)  0.2777
H (-4.525, 1.022, -13.599)  0.3179
H (-3.490, 2.126, -12.648)  0.3631
H (-3.833, 2.490, -14.361)  0.3532
C (9.641, -2.190, 2.591)  -0.9799
C (10.762, -2.132, 3.609)  -0.3493
O (11.827, -1.233, 3.218)  -0.2984
S (11.558, 0.324, 3.352)  1.3079
C (13.217, 0.858, 3.114)  -1.0076
O (11.156, 0.607, 4.696)  -0.6210
O (10.767, 0.765, 2.247)  -0.6195
H (9.110, -1.242, 2.530)  0.2975
H (8.926, -2.963, 2.871)  0.3769
H (10.036, -2.410, 1.600)  0.2766
H (10.389, -1.850, 4.595)  0.3351
H (11.233, -3.108, 3.705)  0.2738
H (13.825, 0.497, 3.938)  0.3138
H (13.201, 1.945, 3.097)  0.3684
H (13.574, 0.472, 2.163)  0.3288

=====

C31H71N7O6 | ωB97M-V/def2-TZVPD

Results
structure (SMILES) = CC1(C)CCCC(C)(C)N1O.CC1(C)CCCC(C)(C)N1O.CC1(C)CCCC(C)(C)N1O.NC(N)=O.NC(N)=O.CCO
highest occupied orbital energy = -8.112 eV
E_LUMO = 0.2596 eV
E = -56009.390 eV
max |F| = 5.13 eV Å⁻¹

Last column: Mulliken charge in e.
Geometry (Å):
C (2.739, -9.462, 7.133)  -1.6813
C (1.740, -8.523, 8.001)  1.4611
C (0.282, -8.721, 7.463)  -1.8073
C (1.639, -9.174, 9.420)  -1.2437
C (2.709, -8.792, 10.397)  -0.7150
C (3.053, -7.333, 10.410)  -1.1851
C (3.264, -6.657, 9.010)  1.5187
C (3.154, -5.074, 9.256)  -1.7643
C (4.621, -6.875, 8.541)  -1.7361
N (2.160, -7.086, 8.067)  0.2680
O (2.210, -6.576, 6.762)  -0.4465
H (2.279, -10.271, 6.566)  0.4370
H (3.212, -8.793, 6.414)  0.3361
H (3.449, -10.066, 7.700)  0.3427
H (0.104, -9.762, 7.197)  0.3765
H (-0.501, -8.326, 8.110)  0.3745
H (0.197, -8.179, 6.521)  0.4551
H (0.728, -8.839, 9.916)  0.4305
H (1.592, -10.261, 9.349)  0.3462
H (2.342, -9.181, 11.346)  0.3726
H (3.635, -9.329, 10.189)  0.3370
H (3.962, -7.196, 10.997)  0.4353
H (2.276, -6.842, 10.995)  0.4001
H (3.643, -4.746, 10.173)  0.3656
H (2.114, -4.887, 9.520)  0.4584
H (3.271, -4.494, 8.340)  0.3465
H (5.374, -6.564, 9.265)  0.4538
H (4.860, -6.375, 7.603)  0.3053
H (4.845, -7.941, 8.498)  0.4135
H (1.414, -6.040, 6.733)  0.3453
C (-5.703, 6.269, -2.731)  -1.8760
C (-5.366, 6.046, -1.231)  1.3089
C (-6.633, 6.371, -0.393)  -1.4764
C (-5.034, 4.498, -1.164)  -1.0972
C (-4.406, 4.118, 0.132)  -0.6524
C (-3.161, 4.981, 0.356)  -1.3351
C (-3.472, 6.461, 0.382)  1.6420
C (-4.151, 6.767, 1.710)  -1.6814
C (-2.079, 7.074, 0.261)  -1.9485
N (-4.247, 6.808, -0.806)  0.2005
O (-4.270, 8.248, -1.024)  -0.4340
H (-5.861, 7.334, -2.901)  0.3799
H (-4.921, 5.912, -3.401)  0.4120
H (-6.538, 5.670, -3.093)  0.3968
H (-7.531, 5.918, -0.814)  0.4251
H (-6.520, 6.114, 0.660)  0.3039
H (-6.885, 7.432, -0.410)  0.3667
H (-5.973, 3.946, -1.189)  0.3558
H (-4.430, 4.191, -2.018)  0.4237
H (-5.087, 4.252, 0.973)  0.3340
H (-4.052, 3.098, -0.018)  0.3579
H (-2.433, 4.799, -0.435)  0.4854
H (-2.658, 4.684, 1.276)  0.4266
H (-4.947, 6.050, 1.913)  0.3004
H (-4.521, 7.789, 1.626)  0.3504
H (-3.417, 6.816, 2.514)  0.4293
H (-1.986, 8.158, 0.329)  0.3823
H (-1.517, 6.785, -0.628)  0.4276
H (-1.422, 6.760, 1.072)  0.4219
H (-5.063, 8.492, -0.540)  0.3702
C (0.044, 5.821, -11.355)  -1.8745
C (-0.146, 4.909, -10.102)  1.1894
C (-1.527, 5.197, -9.497)  -1.3827
C (-0.068, 3.421, -10.635)  -1.1327
C (0.063, 2.366, -9.504)  -0.6608
C (1.244, 2.604, -8.588)  -1.0355
C (1.215, 4.096, -8.038)  1.4530
C (0.206, 4.134, -6.889)  -1.7097
C (2.618, 4.330, -7.442)  -1.7244
N (0.950, 5.084, -9.123)  0.1468
O (1.061, 6.379, -8.750)  -0.4319
H (-0.302, 6.816, -11.077)  0.4053
H (1.047, 5.916, -11.769)  0.4151
H (-0.669, 5.538, -12.130)  0.4024
H (-1.469, 6.048, -8.819)  0.2379
H (-2.331, 5.414, -10.200)  0.4021
H (-1.709, 4.259, -8.972)  0.3597
H (-0.980, 3.198, -11.188)  0.3628
H (0.805, 3.412, -11.288)  0.4225
H (-0.829, 2.269, -8.886)  0.3210
H (0.247, 1.453, -10.070)  0.3709
H (2.151, 2.370, -9.146)  0.4362
H (1.176, 1.862, -7.792)  0.3760
H (0.593, 3.473, -6.113)  0.4504
H (-0.799, 3.793, -7.141)  0.3440
H (0.110, 5.136, -6.471)  0.3765
H (2.964, 5.286, -7.050)  0.3355
H (3.367, 4.034, -8.176)  0.4155
H (2.712, 3.633, -6.610)  0.3764
H (0.256, 6.569, -8.262)  0.3524
N (-2.656, -3.172, 8.595)  -0.3923
C (-2.861, -2.426, 7.554)  0.6698
N (-3.905, -1.686, 7.782)  -0.3737
O (-2.158, -2.434, 6.548)  -0.6669
H (-1.839, -3.754, 8.482)  0.2086
H (-3.293, -3.325, 9.365)  0.1732
H (-4.362, -1.721, 8.681)  0.1650
H (-4.306, -1.143, 7.030)  0.2156
N (2.264, -3.109, 0.777)  -0.3840
C (1.678, -2.027, 0.276)  0.6797
N (0.709, -1.458, 0.974)  -0.3969
O (1.885, -1.660, -0.856)  -0.6600
H (1.952, -3.378, 1.699)  0.1606
H (2.905, -3.638, 0.203)  0.2145
H (0.406, -1.769, 1.886)  0.1685
H (0.276, -0.726, 0.429)  0.2180
C (7.329, -5.200, -5.581)  -1.0711
C (6.414, -4.007, -5.257)  -0.1484
O (5.085, -4.394, -5.565)  -0.5143
H (8.362, -5.147, -5.236)  0.3537
H (7.321, -5.421, -6.648)  0.2762
H (6.895, -6.037, -5.034)  0.2796
H (6.814, -3.203, -5.876)  0.2426
H (6.487, -3.772, -4.196)  0.2799
H (4.516, -3.689, -5.248)  0.3019

=====

C31H73BBrClO14PS8 | ωB97M-V/def2-TZVPD

Results
net charge = -1
highest occupied orbital energy = -4.241 eV
E_LUMO = 1.6266 eV
E = -241200.329 eV
max |F| = 3.18 eV Å⁻¹

Last column: Mulliken charge in e.
Geometry (Å):
C (-2.177, 5.666, 2.717)  -1.0065
C (-0.992, 4.935, 2.947)  0.0233
C (-0.822, 3.562, 2.222)  -1.3265
P (-0.171, 2.140, 3.329)  0.9835
C (0.741, 1.273, 1.877)  -0.5682
C (-0.198, 0.761, 0.712)  -0.0304
C (0.642, 0.655, -0.663)  0.0035
S (-0.238, -0.666, -1.675)  -0.2055
B (1.403, 3.038, 4.037)  1.0861
O (1.362, 3.601, 5.381)  -0.6098
O (2.651, 3.198, 3.346)  -0.5283
C (2.706, 4.390, 2.553)  0.0811
C (2.852, 5.734, 3.393)  -1.0925
O (-1.174, 2.872, 4.588)  -0.5541
C (-2.517, 2.396, 4.532)  0.1140
C (-3.438, 2.619, 5.792)  -0.9197
C (-4.417, 3.859, 5.668)  -0.8112
C (-5.480, 3.719, 4.510)  -0.3179
Br (-5.773, 5.459, 3.560)  -0.2399
C (-2.370, 0.861, 4.013)  0.4095
Cl (-4.011, 0.411, 3.294)  -0.2605
C (-2.038, -0.091, 5.229)  -0.5648
C (-1.198, -1.365, 4.845)  0.3503
O (0.004, -1.331, 5.057)  -0.5087
O (-1.776, -2.537, 4.291)  -0.3949
C (-1.514, -2.661, 2.895)  0.7626
C (-2.750, -2.604, 1.922)  -0.6460
O (-0.390, -2.832, 2.458)  -0.5301
O (-1.466, 0.970, 2.952)  -0.4710
H (-2.761, 6.080, 3.590)  0.2417
H (-2.563, 5.922, 1.696)  0.1620
H (-0.236, 5.428, 3.609)  0.1891
H (-1.835, 3.254, 1.815)  0.4521
H (-0.160, 3.700, 1.310)  0.6053
H (0.304, 1.044, 4.186)  -0.4685
H (1.533, 1.921, 1.397)  0.1506
H (1.310, 0.412, 2.353)  0.3278
H (-1.048, 1.466, 0.466)  0.1746
H (-0.570, -0.293, 0.888)  -0.1638
H (1.692, 0.303, -0.498)  -0.0250
H (0.555, 1.594, -1.275)  0.3570
H (-1.563, -0.569, -1.269)  0.0444
H (1.718, 2.873, 5.938)  0.2368
H (3.645, 4.303, 1.922)  0.3894
H (1.839, 4.518, 1.844)  0.0351
H (1.858, 6.259, 3.402)  0.2463
H (3.572, 6.396, 2.818)  0.3849
H (3.195, 5.537, 4.444)  0.2066
H (-3.083, 2.838, 3.644)  -0.0298
H (-4.108, 1.703, 5.864)  0.2596
H (-2.781, 2.656, 6.704)  0.3019
H (-3.881, 4.851, 5.623)  0.3904
H (-5.005, 3.884, 6.641)  0.3715
H (-5.201, 2.966, 3.722)  0.1294
H (-6.495, 3.439, 4.914)  0.4060
H (-2.995, -0.397, 5.752)  0.4749
H (-1.436, 0.465, 6.006)  0.3521
H (-2.645, -3.298, 1.052)  0.3564
H (-2.872, -1.535, 1.588)  0.0221
H (-3.647, -2.924, 2.527)  0.3190
C (0.280, -1.962, -5.500)  -0.9769
S (1.601, -2.825, -4.631)  0.6776
O (2.403, -1.799, -3.904)  -0.6104
C (2.530, -3.285, -6.107)  -1.0582
H (-0.407, -1.552, -4.761)  0.2560
H (0.699, -1.149, -6.097)  0.2910
H (-0.255, -2.663, -6.141)  0.3738
H (2.805, -2.390, -6.667)  0.4018
H (1.922, -3.946, -6.728)  0.3395
H (3.432, -3.812, -5.796)  0.3202
C (5.595, -0.700, 1.389)  -0.6922
S (5.147, 0.670, 0.311)  0.3140
O (3.659, 0.721, 0.249)  -0.4878
C (5.723, -0.101, -1.215)  -0.9451
H (5.287, -0.452, 2.405)  0.2868
H (5.083, -1.608, 1.066)  0.2977
H (6.679, -0.844, 1.362)  0.2515
H (5.204, -1.048, -1.371)  0.2696
H (6.800, -0.266, -1.153)  0.3519
H (5.506, 0.572, -2.044)  0.3072
C (-4.361, -0.367, -7.610)  -0.7889
S (-2.859, -1.329, -7.860)  0.4209
O (-2.518, -1.960, -6.552)  -0.5425
C (-1.767, 0.090, -8.074)  -0.8857
H (-5.184, -1.054, -7.414)  0.3860
H (-4.234, 0.301, -6.757)  0.1239
H (-4.578, 0.211, -8.509)  0.3489
H (-1.812, 0.729, -7.190)  0.2606
H (-2.069, 0.651, -8.960)  0.4137
H (-0.749, -0.276, -8.207)  0.2781
C (-6.333, -4.809, -1.306)  -0.9441
S (-5.051, -5.761, -0.467)  0.3862
O (-4.189, -4.795, 0.268)  -0.4866
C (-4.167, -6.240, -1.965)  -0.8908
H (-6.989, -4.376, -0.551)  0.3123
H (-5.877, -4.010, -1.893)  0.2943
H (-6.912, -5.470, -1.953)  0.3703
H (-3.851, -5.349, -2.509)  0.2678
H (-4.817, -6.853, -2.591)  0.3793
H (-3.291, -6.820, -1.676)  0.2905
C (-6.345, 3.384, -4.661)  -0.9219
S (-4.991, 3.946, -5.711)  0.4428
O (-4.877, 2.982, -6.847)  -0.5684
C (-3.676, 3.559, -4.541)  -0.9077
H (-7.278, 3.498, -5.213)  0.3185
H (-6.201, 2.334, -4.402)  0.2882
H (-6.381, 3.993, -3.757)  0.3683
H (-3.703, 2.497, -4.289)  0.2657
H (-3.800, 4.162, -3.641)  0.3953
H (-2.720, 3.797, -5.006)  0.3212
C (1.337, -6.192, -1.881)  -1.0163
S (2.699, -5.639, -2.925)  0.7155
O (2.835, -6.621, -4.042)  -0.6737
C (4.003, -5.997, -1.732)  -1.0764
H (0.410, -6.093, -2.446)  0.2664
H (1.485, -7.237, -1.602)  0.3825
H (1.285, -5.566, -0.989)  0.3740
H (3.981, -7.054, -1.462)  0.3411
H (3.862, -5.379, -0.844)  0.3396
H (4.962, -5.758, -2.190)  0.3299
C (10.395, 0.132, 3.422)  -0.9661
S (9.985, -0.483, 1.778)  0.4077
O (8.521, -0.276, 1.579)  -0.5684
C (10.233, -2.227, 2.164)  -0.9597
H (10.268, 1.215, 3.425)  0.3144
H (9.729, -0.314, 4.162)  0.3099
H (11.433, -0.112, 3.653)  0.3804
H (9.578, -2.522, 2.985)  0.3090
H (11.276, -2.394, 2.436)  0.3837
H (9.992, -2.813, 1.278)  0.3152